This record from OMol25 describes a gas-phase ion, C7H13BrN3 (charge +1) at a distorted geometry. The level of theory is ωB97M-V with the def2-TZVPD basis set.

CARTESIAN COORDINATES (ANGSTROEM)
C1 0.1469 0.5043 2.6836
C2 1.3877 0.7830 2.2518
C3 -0.9792 -0.1369 1.9927
C4 1.8906 0.5878 0.9165
C5 -1.2907 0.1392 0.7215
C6 -1.4815 -1.6822 -0.9685
C7 1.0829 0.9938 -2.4925
N1 1.1518 0.4354 -0.0990
N2 -2.2170 -0.6742 -0.0929
N3 1.5406 0.1637 -1.3318
Br1 3.8115 0.4994 0.6932
H1 -0.2516 0.8721 3.6674
H2 2.0292 1.2165 3.1259
H3 -1.5616 -0.9249 2.4525
H4 -0.6703 0.8881 0.1548
H5 -2.3176 -2.1981 -1.4626
H6 -0.7385 -1.2841 -1.6451
H7 -1.0169 -2.3949 -0.2590
H8 0.7822 1.9635 -2.2950
H9 1.8530 1.1143 -3.3356
H10 0.1686 0.5203 -2.9732
H11 -2.8712 0.0102 -0.5695
H12 -2.9392 -1.1923 0.4624
H13 2.4903 -0.2040 -1.5976

Computed properties:
structure (SMILES): CN/N=C(Br)/C=C\C=C\[NH2+]C
energy above the lowest of the compared OMol25 structures with the same formula, charge and spin: 60.0 kcal/mol
total charge: +1
gap between HOMO and LUMO: 8.3 eV

Results of the Löwdin charge analysis, in e, for atoms 1 through 8: number 1, C, carries -0.09; number 2, C, carries -0.12; number 3, C, carries -0.07; number 4, C, carries -0.69; number 5, C, carries -0.10; number 6, C, carries 0.03; number 7, C, carries -0.06; number 8, N, carries -0.08

This record from OMol25 describes a single C7H13ClFNO3 molecule at a distorted geometry. The level of theory is ωB97M-V with the def2-TZVPD basis set.

CARTESIAN COORDINATES (ANGSTROEM)
C1 -2.1394 -1.3211 1.8240
O1 -0.7977 -1.9241 1.8476
C2 -0.5447 -2.7745 0.6722
Cl1 0.4761 -4.2995 1.1249
C3 0.0404 -1.9821 -0.6412
F1 -0.9605 -0.9713 -1.0967
O2 1.4079 -1.4598 -0.4948
C4 1.4551 -0.2200 0.2955
C5 2.0129 1.0960 -0.5672
C6 0.8925 1.6180 -1.6447
C7 -0.3892 2.4085 -0.9684
N1 -0.2553 3.3346 0.2559
O3 -1.6440 2.3059 -1.4816
H1 -2.6770 -1.3669 0.7729
H2 -2.8821 -1.7703 2.6089
H3 -2.0210 -0.1684 2.0825
H4 -1.6033 -3.2169 0.3443
H5 0.0901 -2.7906 -1.5178
H6 0.4366 0.1072 0.7704
H7 2.2792 -0.3985 1.1400
H8 3.0210 0.8658 -1.1381
H9 2.2617 1.9388 0.2375
H10 0.4853 0.7414 -2.3324
H11 1.4224 2.3759 -2.3749
H12 0.6616 3.8259 0.1516
H13 -1.0286 4.0458 0.1296

Computed properties:
structure (SMILES): CO[C@H](Cl)[C@@H](F)OCCCC(N)=O
total charge: 0
gap between HOMO and LUMO: 10.5 eV

Results of the Löwdin charge analysis, in e, for atoms 1 through 8: number 1, C, carries -0.11; number 2, O, carries -0.25; number 3, C, carries -0.56; number 4, Cl, carries 0.54; number 5, C, carries -0.23; number 6, F, carries -0.06; number 7, O, carries -0.13; number 8, C, carries -0.17